Record 1
Density functional theory data (the ωB97M-V functional and the def2-TZVPD basis) for C4H9NO2 in the gas phase.

Geometry as ORCA input:
```
! wB97M-V def2-TZVPD RIJCOSX def2/J DEFGRID3
* xyz 0 1
C -1.73989 0.90031 -0.20979
N -1.27245 -0.47262 -0.10853
C -0.62098 -0.74896 1.18729
C 0.83465 -0.83046 0.80601
O 1.49151 -1.83247 0.69367
O 1.22916 0.38251 0.32071
C 1.90892 0.29209 -0.92462
H -2.64090 1.02478 0.39934
H -2.01040 1.09243 -1.25039
H -0.99882 1.64930 0.11507
H -0.61709 -0.64263 -0.88514
H -0.96380 -1.68623 1.63937
H -0.79292 0.06496 1.90874
H 2.33256 1.28055 -1.11761
H 1.17382 -0.00727 -1.71179
H 2.68663 -0.46630 -0.86231
*
```

The calculation puts the orbital gap at 10.15 eV. Its strongest force on any atom is 0.9 eV Å⁻¹. The energy relative to the best compared isomer or geometry (same formula, charge and spin) comes out at 42.9 kcal/mol. The molar mass is 103.121 g mol⁻¹. As for the SMILES: CNCC(=O)OC. The calculation puts the HOMO energy at -9.23 eV.



Record 2
Density functional theory data (the ωB97M-V functional and the def2-TZVPD basis) for C4H9NO2 in the gas phase.

Geometry as ORCA input:
```
! wB97M-V def2-TZVPD RIJCOSX def2/J DEFGRID3
* xyz 0 1
C -1.17688 1.39761 -0.37623
C -0.26040 0.40238 0.33284
C -0.86354 -1.01175 0.28391
O -0.40484 -1.87146 1.28618
N 1.06442 0.49040 -0.30316
C 2.03960 -0.44418 -0.33860
O 1.98176 -1.59746 0.07014
H -0.72832 2.39659 -0.42513
H -2.12759 1.48897 0.15887
H -1.37912 1.07311 -1.40430
H -0.17056 0.67050 1.39556
H -1.94636 -0.91124 0.42582
H -0.70400 -1.42293 -0.72536
H 0.52314 -2.06135 1.05538
H 1.32984 1.41181 -0.62986
H 2.95585 -0.05161 -0.81330
*
```

The calculation puts the orbital gap at 10.64 eV. Its strongest force on any atom is 0.6 eV Å⁻¹. The energy relative to the best compared isomer or geometry (same formula, charge and spin) comes out at 18.7 kcal/mol. The molar mass is 103.121 g mol⁻¹. As for the SMILES: C[C@@H](CO)NC=O. The calculation puts the HOMO energy at -9.92 eV.



Record 3
Density functional theory data (the ωB97M-V functional and the def2-TZVPD basis) for C4H9NO2 in the gas phase.

Geometry as ORCA input:
```
! wB97M-V def2-TZVPD RIJCOSX def2/J DEFGRID3
* xyz 0 1
C 1.58184 0.40068 -0.65540
C 0.55864 -0.03891 0.38669
C 1.09411 -0.79043 1.61136
O 2.08723 -0.48193 2.21362
N -0.63211 -0.66703 -0.23684
C -1.86695 0.00941 -0.13218
O -2.17130 0.99633 -1.18952
H 2.31958 0.87844 0.00808
H 1.24973 1.20945 -1.30336
H 2.01154 -0.44598 -1.20908
H 0.06426 0.82728 0.90333
H 0.53771 -1.68522 1.96290
H -0.84349 -1.18497 -1.17952
H -1.96200 0.49741 0.86450
H -2.61838 -0.75146 -0.30887
H -1.41040 1.22694 -1.73571
*
```

The calculation puts the orbital gap at 9.97 eV. Its strongest force on any atom is 3.6 eV Å⁻¹. The energy relative to the best compared isomer or geometry (same formula, charge and spin) comes out at 65.0 kcal/mol. The molar mass is 103.121 g mol⁻¹. As for the SMILES: C[C@H](C=O)NCO. The calculation puts the HOMO energy at -9.27 eV.



Record 4
Density functional theory data (the ωB97M-V functional and the def2-TZVPD basis) for C4H9NO2 in the gas phase.

Geometry as ORCA input:
```
! wB97M-V def2-TZVPD RIJCOSX def2/J DEFGRID3
* xyz 0 1
C 2.25778 0.48509 -0.31360
O 1.01974 -0.00586 -0.79705
C 0.05933 -0.30162 0.16815
O 0.67315 -0.80090 1.31797
C -1.01867 0.79617 0.38666
C -1.99104 -0.16744 -0.32312
N -0.93955 -1.20766 -0.37160
H 2.80581 0.84005 -1.18934
H 2.12494 1.31425 0.39391
H 2.83078 -0.30498 0.18082
H 0.11472 -1.53819 1.59653
H -1.23983 0.99974 1.43623
H -0.81922 1.72995 -0.14417
H -2.86132 -0.48355 0.26194
H -2.33012 0.17873 -1.30410
H -0.68653 -1.53378 -1.29925
*
```

The calculation puts the orbital gap at 10.47 eV. Its strongest force on any atom is 0.3 eV Å⁻¹. The energy relative to the best compared isomer or geometry (same formula, charge and spin) comes out at 48.3 kcal/mol. The molar mass is 103.121 g mol⁻¹. As for the SMILES: CO[C@@]1(O)CCN1. The calculation puts the HOMO energy at -9.44 eV.



Record 5
Density functional theory data (the ωB97M-V functional and the def2-TZVPD basis) for C4H9NO2 in the gas phase.

Geometry as ORCA input:
```
! wB97M-V def2-TZVPD RIJCOSX def2/J DEFGRID3
* xyz 0 1
C -1.21476 1.30262 -0.28413
C -0.33375 0.32796 0.50644
C -0.76930 -1.11847 0.19939
O -0.21252 -2.08472 1.05000
N 1.08474 0.65845 0.11616
C 2.01064 -0.20582 -0.43787
O 2.39574 -1.26648 0.00398
H -0.85578 2.32764 -0.14073
H -2.25916 1.25592 0.03522
H -1.16086 1.07405 -1.35672
H -0.49201 0.46759 1.58334
H -1.85682 -1.17685 0.35673
H -0.59810 -1.35360 -0.86679
H 0.74969 -2.06471 0.92482
H 1.17024 1.55796 -0.30138
H 2.38730 0.27209 -1.36107
*
```

The calculation puts the orbital gap at 10.71 eV. Its strongest force on any atom is 1.5 eV Å⁻¹. The energy relative to the best compared isomer or geometry (same formula, charge and spin) comes out at 30.6 kcal/mol. The molar mass is 103.121 g mol⁻¹. As for the SMILES: C[C@@H](CO)NC=O. The calculation puts the HOMO energy at -9.95 eV.



Record 6
Density functional theory data (the ωB97M-V functional and the def2-TZVPD basis) for C4H9NO2 in the gas phase.

Geometry as ORCA input:
```
! wB97M-V def2-TZVPD RIJCOSX def2/J DEFGRID3
* xyz 0 1
C 0.87535 -0.96363 1.24135
C 0.26608 -0.47732 -0.08705
C 0.20780 -1.59832 -1.12750
O 0.83704 -2.61980 -0.98979
N -1.02089 0.25997 -0.13454
C -0.76210 1.71087 0.07338
O 0.00756 2.18350 -0.99325
H 1.83637 -1.39052 0.94673
H 0.94904 -0.17684 1.98472
H 0.30355 -1.79329 1.66970
H 0.93221 0.27033 -0.52239
H -0.37647 -1.51816 -2.06284
H -1.56255 -0.07302 0.66338
H -1.73090 2.27708 0.10928
H -0.22821 1.82096 1.02182
H -0.53387 2.08822 -1.79300
*
```

The calculation puts the orbital gap at 10.33 eV. Its strongest force on any atom is 1.3 eV Å⁻¹. The energy relative to the best compared isomer or geometry (same formula, charge and spin) comes out at 46.9 kcal/mol. The molar mass is 103.121 g mol⁻¹. As for the SMILES: C[C@@H](C=O)NCO. The calculation puts the HOMO energy at -9.50 eV.